# 1
C30H60B2CdF32N8O18PS4 | ωB97M-V with the def2-TZVPD basis set

Geometry as XYZ:
```
156
Properties=species:S:1:pos:R:3:forces:R:3
Cd -0.161 -2.464 -5.122 0.33 -0.65 0.25
C -2.588 -0.013 -1.440 3.00 -2.07 -0.78
F -3.060 -0.225 -2.729 0.71 1.26 2.04
F -2.452 1.218 -1.012 -1.54 1.66 -0.68
F -3.298 -0.710 -0.618 -0.75 -0.10 0.20
S -0.673 -0.499 -1.302 1.29 -1.31 -1.99
O 0.019 0.087 -2.474 -1.40 -0.22 1.37
O -0.127 -0.170 0.028 -1.69 0.01 -2.54
N -0.807 -2.190 -1.712 0.19 3.72 -0.98
S -0.549 -2.836 -0.336 2.22 -3.04 3.48
O 0.842 -2.707 0.169 -2.40 -0.90 -1.21
O -1.590 -2.518 0.623 0.29 -0.55 -0.40
C -0.893 -4.729 -0.791 1.41 1.47 0.79
F 0.038 -5.308 -1.618 -1.01 0.67 1.06
F -0.942 -5.323 0.393 0.82 -0.55 0.09
F -2.080 -4.852 -1.296 -1.05 -0.01 -1.28
C 5.446 -11.131 9.535 0.23 0.83 1.45
F 6.600 -11.380 10.147 1.31 0.48 -0.28
F 5.626 -11.043 8.226 -0.26 -0.83 0.32
F 4.719 -12.160 9.957 -1.37 -0.29 -1.16
S 4.811 -9.487 10.225 0.56 -0.07 -0.46
O 4.174 -9.805 11.477 -0.46 0.06 -0.92
O 6.043 -8.703 10.323 -1.78 -0.82 -0.40
N 3.709 -9.100 8.939 0.94 -0.98 2.92
S 4.429 -7.940 8.214 1.35 4.21 -1.00
O 4.556 -6.689 9.019 -1.00 -2.12 -1.99
O 5.624 -8.345 7.524 0.23 0.08 -0.62
C 3.265 -7.545 6.648 -1.86 -2.17 2.02
F 3.697 -6.660 5.808 0.75 0.76 -0.24
F 3.002 -8.695 5.916 0.43 1.10 0.90
F 2.049 -7.119 7.143 0.92 -0.23 -0.60
C 1.751 9.103 4.600 -0.77 -1.33 -2.11
C 0.506 8.368 4.125 -2.56 1.34 3.17
O -0.601 8.749 4.440 2.21 -1.54 -1.89
N 0.659 6.887 3.633 -0.45 0.74 0.84
H 1.556 6.507 3.899 0.40 0.04 0.17
H -0.043 6.407 4.177 -0.34 -0.31 0.64
C 0.349 6.556 2.223 0.04 0.44 -0.62
H 1.616 9.353 5.652 0.26 -0.11 -0.19
H 1.734 9.979 3.951 0.52 0.32 0.34
H 2.557 8.429 4.310 0.70 0.67 0.64
H 1.169 5.925 1.879 -0.46 -0.06 -0.32
H 0.320 7.500 1.679 -0.03 -0.27 -0.24
H -0.631 6.080 2.221 0.27 -0.10 -0.37
C -1.680 7.113 -10.571 -2.87 0.38 -1.71
C -1.013 6.982 -9.324 4.96 0.95 0.50
O 0.195 7.174 -9.217 -4.10 -0.98 1.13
N -1.911 6.659 -8.078 1.80 -0.57 0.49
H -2.760 7.207 -8.056 -0.01 0.74 -0.05
H -2.269 5.715 -8.130 -0.08 -0.91 -0.67
C -1.104 6.667 -6.779 -0.48 1.08 -0.33
H -1.577 8.106 -11.009 0.81 0.04 0.07
H -2.765 7.089 -10.460 -0.20 -0.56 0.01
H -1.400 6.369 -11.317 0.24 -0.05 0.17
H -0.753 5.655 -6.579 -0.15 0.22 0.09
H -1.766 7.107 -6.033 0.11 -0.57 0.23
H -0.286 7.375 -6.913 0.07 -0.33 -0.11
C 7.718 -9.381 1.614 -0.44 0.06 -1.18
C 6.791 -8.733 0.566 -1.35 -2.16 3.08
O 5.732 -9.235 0.290 1.67 1.38 -0.53
N 7.148 -7.406 0.017 -1.46 0.23 -0.91
H 7.674 -6.757 0.585 0.23 -0.09 1.11
H 7.798 -7.637 -0.721 0.09 0.22 -0.97
C 5.887 -6.638 -0.457 1.36 0.49 0.09
H 7.147 -10.263 1.903 0.35 0.00 0.11
H 7.976 -8.802 2.500 -0.26 0.41 -0.21
H 8.646 -9.669 1.119 0.13 -0.14 0.07
H 6.363 -5.756 -0.887 -0.64 0.02 -0.50
H 5.362 -6.303 0.438 -0.06 -0.40 -0.05
H 5.284 -7.249 -1.129 0.28 0.21 0.17
C 1.183 0.138 6.584 0.00 1.12 2.20
C 1.302 0.313 8.113 2.39 -5.02 1.28
O 1.816 -0.550 8.861 -2.79 5.04 -2.58
N 0.762 1.681 8.660 -0.69 -2.03 0.00
H 1.454 2.382 8.436 0.98 0.32 1.24
H 0.033 2.045 8.063 -0.80 -0.60 -0.64
C 0.081 1.498 10.046 0.81 1.80 -1.19
H 2.104 -0.366 6.290 -0.23 0.10 -0.36
H 1.061 1.170 6.254 0.18 -0.25 -0.98
H 0.285 -0.436 6.359 0.07 -0.08 -0.08
H -0.625 0.673 9.944 0.52 -0.13 0.22
H -0.479 2.434 10.067 -0.14 -0.14 0.83
H 0.872 1.467 10.795 -0.48 -0.44 0.01
C 5.672 2.496 -1.846 1.36 1.39 -0.30
C 5.371 3.838 -2.576 -4.12 -1.97 3.78
O 4.506 4.590 -2.128 3.23 -0.92 -2.68
N 5.980 4.048 -3.962 0.46 0.16 1.43
H 5.759 5.034 -3.965 -0.27 0.68 -1.62
H 6.986 3.965 -3.954 0.65 0.25 0.70
C 5.613 3.082 -5.071 -1.39 0.89 0.06
H 5.088 1.632 -2.162 0.32 0.04 -0.84
H 5.525 2.479 -0.766 -0.50 0.96 -0.05
H 6.758 2.444 -1.916 0.13 -1.13 -0.37
H 6.153 2.152 -4.895 -0.30 0.09 -0.04
H 5.856 3.559 -6.021 0.28 -0.16 0.14
H 4.526 3.023 -5.013 0.12 -0.68 -0.18
C -7.832 5.944 -3.433 0.50 0.75 -0.85
C -8.575 7.204 -3.967 0.69 -3.14 1.01
O -9.730 7.240 -3.879 -1.95 1.39 -0.49
N -7.818 8.401 -4.541 -0.73 1.07 0.38
H -7.055 8.559 -3.899 0.45 0.23 0.20
H -7.429 8.270 -5.464 0.41 -0.91 -0.15
C -8.637 9.726 -4.787 1.16 -1.21 0.66
H -7.049 6.226 -2.729 0.09 -0.20 -0.05
H -7.438 5.330 -4.243 0.56 0.44 -0.30
H -8.522 5.222 -2.997 -0.41 0.78 0.36
H -9.450 9.827 -4.069 -0.11 -0.38 -0.42
H -8.880 9.586 -5.841 -0.56 0.85 0.34
H -7.886 10.482 -4.557 -0.29 0.27 -0.57
C -5.075 2.464 4.710 2.32 3.35 1.51
O -6.110 3.317 4.161 -1.54 -1.62 0.14
O -4.113 3.468 5.040 -1.36 -3.65 -0.19
C -5.467 1.518 6.020 -1.15 1.30 0.01
F -4.493 0.643 6.334 0.06 0.03 -0.59
F -5.636 2.279 7.110 0.03 0.23 0.13
F -6.649 0.758 5.977 1.20 0.62 -0.66
C -7.229 2.696 3.535 -0.90 0.39 0.51
C -8.240 3.718 3.064 -0.47 0.78 -1.61
H -8.953 4.133 3.777 0.72 0.15 0.65
H -7.827 4.515 2.446 0.35 0.37 0.31
H -8.953 3.281 2.364 0.08 -0.72 -0.20
H -7.922 2.153 4.177 0.86 -0.87 0.74
H -6.937 2.029 2.724 0.21 -0.01 -0.17
H -4.759 1.703 3.997 0.05 -0.10 -0.62
C -3.651 -5.893 -6.349 0.99 2.41 0.75
O -4.465 -4.921 -5.573 0.14 -1.23 0.07
O -2.342 -5.301 -6.281 -2.54 -2.00 -0.64
C -3.864 -7.511 -6.063 3.18 3.53 1.92
F -2.693 -8.153 -6.307 -0.56 0.22 0.30
F -4.240 -7.678 -4.806 0.29 -0.37 1.18
F -4.768 -8.039 -6.773 -2.32 -1.07 -2.54
C -5.879 -4.890 -5.739 -1.15 -0.88 1.46
C -6.478 -4.203 -4.466 0.83 0.44 -0.58
H -7.562 -4.160 -4.364 -0.08 -0.27 -0.63
H -6.123 -4.639 -3.532 0.29 -0.20 -0.25
H -6.128 -3.171 -4.503 0.00 0.14 0.27
H -6.317 -5.887 -5.779 0.28 -0.45 0.05
H -6.268 -4.428 -6.646 0.59 0.55 -0.22
H -4.134 -5.765 -7.318 0.68 -0.09 -0.97
P 7.979 -2.391 3.952 -0.21 -0.99 0.02
F 7.279 -1.579 5.194 0.31 0.03 -0.79
F 6.613 -2.175 3.040 0.41 -0.58 0.80
F 8.546 -1.033 3.277 0.16 -0.03 0.25
F 8.601 -3.307 2.704 -0.06 0.71 0.19
F 9.330 -2.584 4.799 0.60 0.80 -0.25
F 7.526 -3.788 4.629 -1.27 0.12 -0.51
B -1.657 0.905 -8.361 -1.19 0.44 -2.08
F -1.717 0.064 -7.371 -0.78 -3.49 4.22
F -2.629 1.905 -8.195 -1.27 1.05 -0.25
F -0.478 1.501 -8.286 3.75 2.31 -0.42
F -1.798 0.191 -9.537 -0.40 0.11 -1.19
B 3.544 -2.962 -5.296 0.45 0.43 -1.65
F 3.867 -1.897 -4.522 0.83 1.57 1.19
F 4.646 -3.633 -5.773 0.62 -0.03 -0.35
F 2.738 -3.800 -4.645 -2.16 -2.03 1.91
F 2.737 -2.450 -6.359 -0.74 0.47 -0.88
```
Positions in Å, forces in eV/Å.

Output
lowest unoccupied orbital energy = -5.262 eV
orbital gap = 2.065 eV
net charge = +1
spin multiplicity = 1
HOMO = -7.327 eV

# 2
C24H31BN6O5 | ωB97M-V with the def2-TZVPD basis set

Geometry as XYZ:
```
67
Properties=species:S:1:pos:R:3:forces:R:3
C -0.922 2.332 -0.580 -0.03 -1.10 0.36
B 0.555 1.543 -0.686 1.64 3.52 1.37
O 1.697 2.343 -0.115 -3.68 -2.10 -0.02
C 0.770 0.032 -1.283 -0.77 -0.05 -0.62
O -0.652 -0.441 -1.388 -1.12 0.44 -4.63
C -1.122 -0.218 -2.797 -4.32 0.33 -1.69
O -2.399 -0.324 -3.260 9.07 0.57 3.60
O 0.003 0.216 -3.694 -1.48 -1.32 4.50
C 1.168 -0.217 -2.853 1.20 -3.18 0.69
C 2.688 0.024 -3.394 0.13 0.11 -1.39
C 3.100 1.572 -3.724 -0.03 2.26 -3.97
O 2.895 2.081 -4.963 1.15 -3.02 7.82
C 3.816 2.436 -2.520 0.68 1.19 1.19
C 3.668 4.088 -2.614 2.57 -1.59 4.06
C 4.330 4.963 -1.395 0.09 -3.85 0.15
C 5.096 4.217 -0.126 -1.37 -2.84 -2.95
C 5.256 2.568 -0.092 -2.26 1.75 -3.30
C 4.608 1.650 -1.307 -0.19 4.90 0.59
H -1.466 2.305 -1.629 0.85 0.14 2.27
H -0.826 3.418 -0.150 -0.15 -2.10 -1.03
H -1.534 1.685 0.214 0.90 1.41 -1.83
H 1.259 2.884 0.627 1.00 -0.66 -1.61
H 1.259 -0.671 -0.451 -0.73 1.34 -2.31
H 1.058 -1.403 -2.946 0.58 2.33 0.40
H 2.776 -0.564 -4.429 -0.32 1.47 2.22
H 3.484 -0.507 -2.681 -2.10 1.36 -1.29
H 3.125 4.647 -3.493 1.19 -1.56 1.92
H 4.240 6.145 -1.387 0.22 -2.85 -0.04
H 5.551 4.817 0.773 -1.06 -1.17 -2.11
H 5.789 2.002 0.795 -1.15 1.48 -2.02
H 4.752 0.488 -1.217 -0.47 2.63 -0.47
C 2.639 1.565 3.836 -0.72 0.73 -0.69
C 1.705 2.517 3.108 -5.02 5.14 -3.88
N 0.930 3.307 2.504 6.11 -6.25 4.98
H 2.172 0.581 3.926 -0.05 0.26 -0.03
H 3.576 1.465 3.281 -0.21 0.17 -0.04
H 2.857 1.949 4.837 -0.12 0.01 -0.19
C -5.167 -1.132 -1.669 -0.32 -0.14 1.21
C -5.826 -1.439 -0.334 -3.57 -1.67 7.15
N -6.372 -1.694 0.774 4.26 1.98 -8.78
H -5.806 -0.466 -2.255 0.03 -0.11 0.17
H -4.202 -0.645 -1.505 -0.19 -0.05 0.06
H -5.009 -2.058 -2.228 -0.05 0.26 0.27
C -0.400 2.123 6.887 0.39 -1.03 -0.52
C 0.093 0.837 6.242 2.65 -7.03 -3.51
N 0.501 -0.229 5.707 -3.29 8.70 4.27
H -0.407 2.930 6.149 0.03 -0.22 0.01
H -1.414 1.982 7.271 0.18 -0.10 -0.12
H 0.259 2.401 7.714 -0.04 -0.16 -0.16
C -8.486 -3.733 -2.128 1.13 0.01 -0.45
C -7.075 -3.748 -2.694 7.67 -0.19 -3.12
N -5.905 -3.761 -3.164 -9.49 -0.08 3.66
H -8.531 -3.073 -1.258 0.18 -0.08 -0.13
H -9.187 -3.371 -2.886 0.23 -0.06 0.04
H -8.778 -4.742 -1.826 0.18 0.14 -0.09
C 1.177 -3.332 6.181 1.08 -0.71 0.40
C 2.339 -4.168 6.691 6.35 -4.64 2.80
N 3.303 -4.862 7.114 -7.71 5.57 -3.38
H 0.422 -3.224 6.965 0.20 -0.05 -0.08
H 1.531 -2.339 5.889 -0.04 -0.29 0.12
H 0.721 -3.816 5.313 0.15 -0.01 0.16
C -1.352 -3.697 -4.457 0.94 -0.69 0.45
C -0.190 -4.534 -3.947 6.35 -4.58 2.78
N 0.774 -5.228 -3.525 -7.67 5.59 -3.36
H -2.107 -3.590 -3.673 0.17 -0.06 -0.08
H -0.998 -2.705 -4.749 0.01 -0.17 0.06
H -1.808 -4.182 -5.325 0.15 0.01 0.17
```
Positions in Å, forces in eV/Å.

Output
lowest unoccupied orbital energy = -0.954 eV
orbital gap = 8.043 eV
SMILES = CB(O)[C@H]1OC(=O)O[C@H]1CC(=O)c1ccccc1.CC#N.CC#N.CC#N.CC#N.CC#N.CC#N
energy relative to the best compared isomer or geometry (same formula, charge and spin) = 395.1 kcal per mole
net charge = 0
spin multiplicity = 1
HOMO = -8.996 eV